DFT (wB97M-V/def2-TZVPD) results for a cluster of 13 separate species, C76H60BO27S in total at a distorted geometry.

Last columns: bonded neighbours and bond lengths (Å).
Positions of all 165 atoms, in Å:
1 H -7.02 -5.52 0.81  C102 1.083
2 C -8.69 -5.31 -0.48  C35 1.476, H88 1.083, C102 1.337
3 C 7.92 5.06 -5.31  C12 1.476, C82 1.476, O91 1.223
4 H -6.02 6.26 5.09  C63 1.083
5 C -3.27 -6.98 2.20  H7 1.181, H99 1.171, C132 1.658, H142 1.191
6 O 2.10 -2.02 0.83  C149 1.223
7 H -4.18 -6.78 1.48  C5 1.181
8 C -9.07 -8.13 -0.26  C10 1.476, C43 1.337, H113 1.083
9 O -2.21 -4.75 1.33  B119 1.505, C132 1.483
10 C -7.96 -7.46 0.45  C8 1.476, O90 1.223, C102 1.476
11 C 2.66 -6.99 1.60  H15 1.194, C66 1.671, H83 1.183, H101 1.185
12 C 8.97 4.05 -5.06  C3 1.476, C57 1.337, H159 1.083
13 S 0.22 -4.52 -0.35  O93 1.705, B119 1.912, H134 1.432
14 C 3.60 5.81 1.45  C24 1.337, C106 1.476, H115 1.083
15 H 3.76 -7.03 1.14  C11 1.194
16 H 0.57 -7.02 0.68  C66 1.173
17 O 11.81 -2.02 -0.40  C62 1.223
18 H -6.63 -0.42 4.62  C138 1.083
19 C 1.74 4.46 0.42  H20 1.083, C69 1.337, C106 1.476
20 H 1.15 3.55 0.43  C19 1.083
21 O -3.48 7.83 -1.93  C74 1.223
22 C 12.80 0.10 -0.69  C50 1.337, C62 1.476, H89 1.083
23 C 6.85 4.21 1.00  C33 1.476, O55 1.223, C141 1.476
24 C 3.39 6.79 0.56  C14 1.337, H46 1.083, C136 1.476
25 H -13.43 -6.11 3.84  C152 1.083
26 C 0.62 -0.27 -1.89  C36 1.476, H156 1.083, C164 1.337
27 C -9.52 -6.38 3.51  C75 1.337, C95 1.476, H126 1.083
28 C 3.09 -4.02 -3.88  H103 1.083, C123 1.476, C129 1.337
29 H 0.56 9.00 -0.41  C61 1.083
30 O -12.48 -7.59 1.94  C163 1.223
31 H 10.07 3.99 2.22  C148 1.083
32 H 5.04 -2.86 -6.53  C121 1.083
33 C 8.26 4.54 1.24  C23 1.476, H79 1.083, C148 1.337
34 H 7.08 5.66 -2.01  C158 1.083
35 C -9.79 -5.98 -1.19  C2 1.476, C43 1.476, O147 1.223
36 C 1.43 0.97 -1.88  C26 1.476, C72 1.476, O155 1.223
37 C -4.74 6.91 3.44  C63 1.476, O67 1.223, C84 1.476
38 H -11.99 -4.86 5.45  C161 1.083
39 C 11.35 -0.45 1.30  C48 1.337, H59 1.083, C62 1.476
40 H 5.26 2.78 1.47  C141 1.083
41 H 10.06 2.93 -3.63  C57 1.083
42 H -3.08 -1.97 2.63  C52 1.083
43 C -9.92 -7.44 -1.02  C8 1.337, C35 1.476, H120 1.083
44 H 0.59 -3.03 2.17  O80 1.019
45 C -4.75 -1.10 3.75  C52 1.476, O111 1.223, C138 1.476
46 H 3.97 7.70 0.55  C24 1.083
47 C -4.48 -1.23 -5.33  C53 1.476, H77 1.083, C108 1.337
48 C 11.53 0.79 1.77  C39 1.337, C49 1.476, H85 1.083
49 C 12.36 1.77 1.05  C48 1.476, C50 1.476, O112 1.223
50 C 12.98 1.33 -0.22  C22 1.337, C49 1.476, H154 1.083
51 C -1.30 8.37 -1.22  C61 1.337, H71 1.083, C74 1.476
52 C -4.17 -1.93 2.67  H42 1.083, C45 1.476, C109 1.337
53 C -4.35 0.23 -5.49  C47 1.476, C94 1.476, O139 1.223
54 C 8.48 2.57 2.69  C58 1.476, O68 1.223, C148 1.476
55 O 6.15 4.91 0.28  C23 1.223
56 O 3.64 -0.64 -2.91  C118 1.223
57 C 9.29 3.67 -3.82  C12 1.337, H41 1.083, C73 1.476
58 C 7.06 2.24 2.44  C54 1.476, H104 1.083, C141 1.337
59 H 10.75 -1.19 1.82  C39 1.083
60 O -1.74 -1.88 -3.15  C145 1.223
61 C -0.52 9.04 -0.36  H29 1.083, C51 1.337, C127 1.476
62 C 11.98 -0.89 0.03  O17 1.223, C22 1.476, C39 1.476
63 C -5.57 5.92 4.17  H4 1.083, C37 1.476, C100 1.337
64 C -2.58 9.94 0.79  C116 1.337, C127 1.476, H128 1.083
65 H -1.58 0.69 -3.49  C157 1.083
66 C 1.63 -6.65 0.33  C11 1.671, H16 1.173, O93 1.472, H150 1.190
67 O -4.58 8.04 3.87  C37 1.223
68 O 9.17 1.86 3.41  C54 1.223
69 C 1.52 5.43 -0.46  C19 1.337, C136 1.476, H162 1.083
70 H 2.49 -2.86 -2.21  C129 1.083
71 H -0.88 7.76 -2.01  C51 1.083
72 C 2.49 1.08 -0.86  C36 1.476, H110 1.083, C114 1.337
73 C 8.62 4.24 -2.64  C57 1.476, O81 1.223, C158 1.476
74 C -2.77 8.44 -1.14  O21 1.223, C51 1.476, C116 1.476
75 C -10.30 -7.05 2.65  C27 1.337, H135 1.083, C163 1.476
76 O 3.00 3.68 2.26  C106 1.223
77 H -5.30 -1.71 -5.85  C47 1.083
78 C -6.41 -2.53 1.89  C109 1.476, O122 1.223, C143 1.476
79 H 8.65 5.42 0.76  C33 1.083
80 O -0.36 -3.36 2.35  H44 1.019, B119 1.476
81 O 8.91 3.89 -1.51  C73 1.223
82 C 7.24 5.63 -4.12  C3 1.476, C158 1.337, H160 1.083
83 H 2.63 -6.14 2.43  C11 1.183
84 C -4.12 6.47 2.18  C37 1.476, C87 1.337, H97 1.083
85 H 11.08 1.12 2.70  C48 1.083
86 H -1.78 -6.68 0.45  C132 1.189
87 C -4.30 5.23 1.71  C84 1.337, C92 1.476, H130 1.083
88 H -8.61 -4.24 -0.61  C2 1.083
89 H 13.25 -0.24 -1.62  C22 1.083
90 O -7.18 -8.09 1.15  C10 1.223
91 O 7.62 5.40 -6.44  C3 1.223
92 C -5.12 4.25 2.43  C87 1.476, C100 1.476, O146 1.223
93 O 1.73 -5.21 0.06  S13 1.705, C66 1.472
94 C -3.25 0.90 -4.78  C53 1.476, C157 1.337, H165 1.083
95 C -10.11 -5.55 4.58  C27 1.476, O137 1.223, C161 1.476
96 H 0.25 -2.16 -0.99  C164 1.083
97 H -3.51 7.21 1.66  C84 1.083
98 H -4.43 9.31 -0.03  C116 1.083
99 H -3.06 -8.11 2.41  C5 1.171
100 C -5.75 4.69 3.70  C63 1.337, C92 1.476, H133 1.083
101 H 2.40 -8.02 2.13  C11 1.185
102 C -7.83 -6.00 0.29  H1 1.083, C2 1.337, C10 1.476
103 H 2.61 -4.94 -3.57  C28 1.083
104 H 6.67 1.36 2.93  C58 1.083
105 H -3.71 -2.99 -4.43  C108 1.083
106 C 2.80 4.58 1.45  C14 1.476, C19 1.476, O76 1.223
107 H -4.53 -3.21 1.02  C109 1.083
108 C -3.63 -1.92 -4.56  C47 1.337, H105 1.083, C145 1.476
109 C -4.94 -2.60 1.81  C52 1.337, C78 1.476, H107 1.083
110 H 3.07 1.99 -0.87  C72 1.083
111 O -4.04 -0.49 4.54  C45 1.223
112 O 12.52 2.90 1.48  C49 1.223
113 H -9.15 -9.20 -0.13  C8 1.083
114 C 2.70 0.11 0.03  C72 1.337, H125 1.083, C149 1.476
115 H 4.38 5.88 2.21  C14 1.083
116 C -3.35 9.27 -0.07  C64 1.337, C74 1.476, H98 1.083
117 O 2.13 7.56 -1.27  C136 1.223
118 C 3.70 -1.66 -3.58  O56 1.223, C129 1.476, C153 1.476
119 B -0.83 -4.16 1.21  O9 1.505, S13 1.912, O80 1.476
120 H -10.74 -7.92 -1.55  C43 1.083
121 C 4.50 -2.82 -5.59  H32 1.083, C123 1.476, C153 1.337
122 O -7.12 -3.14 1.10  C78 1.223
123 C 3.83 -4.06 -5.16  C28 1.476, C121 1.476, O144 1.223
124 H 4.92 -0.78 -5.17  C153 1.083
125 H 3.48 0.18 0.79  C114 1.083
126 H -8.44 -6.42 3.46  C27 1.083
127 C -1.11 9.87 0.71  C61 1.476, C64 1.476, O140 1.223
128 H -2.99 10.56 1.58  C64 1.083
129 C 3.03 -2.90 -3.15  C28 1.337, H70 1.083, C118 1.476
130 H -3.85 4.90 0.78  C87 1.083
131 H -1.03 -6.32 2.22  C132 1.180
132 C -1.97 -6.20 1.52  C5 1.658, O9 1.483, H86 1.189, H131 1.180
133 H -6.35 3.95 4.21  C100 1.083
134 H -0.60 -5.44 -1.08  S13 1.432
135 H -9.88 -7.66 1.86  C75 1.083
136 C 2.33 6.67 -0.46  C24 1.476, C69 1.476, O117 1.223
137 O -9.40 -4.94 5.37  C95 1.223
138 C -6.22 -1.03 3.83  H18 1.083, C45 1.476, C143 1.337
139 O -5.13 0.86 -6.19  C53 1.223
140 O -0.40 10.48 1.50  C127 1.223
141 C 6.30 3.01 1.66  C23 1.476, H40 1.083, C58 1.337
142 H -3.53 -6.42 3.22  C5 1.191
143 C -7.00 -1.70 2.96  C78 1.476, C138 1.337, H151 1.083
144 O 3.89 -5.08 -5.83  C123 1.223
145 C -2.52 -1.25 -3.85  O60 1.223, C108 1.476, C157 1.476
146 O -5.29 3.12 2.00  C92 1.223
147 O -10.57 -5.35 -1.89  C35 1.223
148 C 9.03 3.77 2.03  H31 1.083, C33 1.337, C54 1.476
149 C 1.90 -1.13 0.02  O6 1.223, C114 1.476, C164 1.476
150 H 2.07 -7.28 -0.58  C66 1.190
151 H -8.08 -1.66 3.01  C143 1.083
152 C -12.35 -6.15 3.80  H25 1.083, C161 1.337, C163 1.476
153 C 4.44 -1.70 -4.86  C118 1.476, C121 1.337, H124 1.083
154 H 13.59 2.07 -0.74  C50 1.083
155 O 1.23 1.86 -2.69  C36 1.223
156 H -0.15 -0.34 -2.65  C26 1.083
157 C -2.39 0.21 -4.02  H65 1.083, C94 1.337, C145 1.476
158 C 7.56 5.25 -2.88  H34 1.083, C73 1.476, C82 1.337
159 H 9.45 3.64 -5.94  C12 1.083
160 H 6.47 6.37 -4.32  C82 1.083
161 C -11.58 -5.48 4.66  H38 1.083, C95 1.476, C152 1.337
162 H 0.75 5.36 -1.22  C69 1.083
163 C -11.77 -6.98 2.73  O30 1.223, C75 1.476, C152 1.476
164 C 0.84 -1.24 -1.00  C26 1.337, H96 1.083, C149 1.476
165 H -3.17 1.97 -4.91  C94 1.083

Summary:
total charge	+1
HOMO	-11.393	eV
orbital gap	5.931	eV